1.
Below is a structure of composition C5H15O2P3S in a non-equilibrium geometry, with properties calculated with ωB97M-V/def2-TZVPD.

Atoms and positions in Å:
C -0.3615 -1.9099 -1.2300
C 1.5145 -0.6423 -2.3950
C 1.5913 -1.0948 0.1891
C 0.7582 -0.8259 -1.0717
C -0.7319 0.9639 1.1614
O -1.4668 0.6794 -1.3585
O 0.6507 1.8665 -0.8302
P 0.8892 1.2734 2.2016
P -1.4905 2.5901 0.9706
P -1.8778 -0.7573 1.7204
S -0.2125 0.7246 -0.5765
H -0.9644 -1.7887 -0.3044
H -1.0319 -1.5836 -2.0419
H 0.1592 -2.7977 -1.6840
H 2.2519 -1.4972 -2.5848
H 2.0367 0.2723 -2.3677
H 0.9301 -0.6321 -3.2817
H 0.9144 -1.5909 0.8988
H 2.3896 -1.8431 -0.0529
H 1.9230 0.0336 0.3854
H 0.8853 2.6110 1.6984
H 0.2317 1.5966 3.3015
H -2.5068 2.5355 0.0048
H -2.4755 2.4741 1.9787
H -1.1235 -0.8511 2.9844
H -2.8828 0.1938 2.2842

Output
HOMO level ... -8.9 eV
Energy ... -1772.062936 Ha

2.
Below is a cluster of 3 separate species, C5H15O3 in total in a non-equilibrium geometry, with properties calculated with ωB97M-V/def2-TZVPD.

Atoms and positions in Å:
C 0.3460 1.0552 0.2121
O -0.9043 1.2101 0.7968
C 0.2469 0.1191 -1.0234
C 1.5646 -0.5624 -1.4825
C 1.6120 -2.0845 -1.0986
C 1.9480 -2.0244 0.3243
H 0.7230 2.0900 -0.0323
H 1.0300 0.5633 1.0008
H -0.1948 0.8100 -1.7655
H -0.4266 -0.7163 -0.7384
H 2.3729 -0.0185 -1.0366
H 1.7427 -0.3989 -2.7143
H 2.4542 -2.7828 -1.5680
H 0.5918 -2.6544 -1.3230
H 1.5793 -1.2749 0.9230
H 3.1112 -1.9976 0.4765
H 1.7228 -2.9305 0.7869
H -1.8168 1.8693 -0.2573
H -3.2805 2.1416 -0.4009
O -2.5776 2.1194 -1.0020
H -1.5424 -0.7857 2.1812
H -1.3122 0.6993 2.0839
O -1.6505 -0.0335 2.8043

Output
HOMO level ... -4.3 eV
Net charge ... -1
Energy ... -425.191205 Ha

Q: What is the energy in the second record?
A: -425.191205 Ha